# 1
82
Properties=species:S:1:pos:R:3:forces:R:3:mulliken_charge:R:1 method="wB97M-V/def2-TZVPD" max_force_ev_per_a=3.49 orbital_gap_ev=7.42 lumo_ev=-0.06 homo_ev=-7.5
C 2.3445 5.4374 -1.4863 0.31 0.86 -0.13 -1.58
C 1.0120 4.8489 -1.1189 -1.70 0.12 0.11 0.71
H 2.1967 6.4368 -1.8955 -0.03 0.09 -0.05 0.51
H 2.8531 4.8487 -2.2502 -0.29 0.23 0.14 0.23
H 3.1037 5.5634 -0.6786 -0.82 -0.37 -0.16 0.28
C -0.1805 5.4682 -1.3499 1.64 -0.72 0.74 0.32
C -0.3669 6.8792 -1.8032 -0.60 0.45 0.28 -1.80
H -1.0835 4.9585 -1.0370 0.18 0.16 -0.06 0.41
H -0.0522 7.0583 -2.8339 0.09 0.13 0.12 0.33
H 0.1271 7.5793 -1.1073 0.08 -0.16 -0.48 0.38
H -1.4408 7.1212 -1.7231 0.38 0.00 -0.25 0.39
Bi 0.3268 -2.2334 -0.3986 0.53 0.36 0.74 0.88
Cl 1.2349 -1.2435 1.7497 0.20 -0.50 -0.01 -0.54
Cl 2.7146 -3.2283 -0.8992 -0.29 0.28 -0.15 -0.61
H 1.1477 -6.9635 0.9871 0.19 0.02 -0.17 0.28
H 3.9397 -6.1178 2.7981 0.20 -0.05 -0.14 0.36
C 1.9641 -6.3766 0.5489 -0.17 0.10 0.18 -0.81
C 3.8529 -5.4547 1.9320 -0.36 0.05 0.40 -0.97
N 2.4419 -5.4006 1.5278 -0.28 0.42 -0.15 0.22
H 1.5746 -5.8275 -0.3175 0.20 -0.28 0.09 0.25
C 1.6147 -4.3926 1.8347 -0.61 0.13 -0.52 -0.08
O 0.4401 -4.2974 1.3588 1.75 -0.19 0.69 -0.54
H 4.2333 -4.4694 2.2274 -0.26 -0.16 -0.22 0.30
H 2.0410 -3.6045 2.5072 -0.37 -0.63 -0.50 0.40
H 2.7960 -7.0302 0.2714 -0.27 0.15 -0.02 0.36
H 4.4616 -5.8461 1.1081 -0.23 0.23 0.19 0.32
H 0.6999 1.9166 -3.5301 -0.11 -0.24 -0.32 -0.18
H -1.2325 3.6234 -3.4875 -0.37 -0.24 0.18 0.38
C -0.0006 1.3891 -4.2036 0.19 0.60 0.44 -0.60
C -1.9554 2.8438 -3.7815 0.16 -0.37 -0.23 -1.08
N -1.3309 1.5320 -3.6236 -0.72 -1.00 -0.02 0.38
H 0.3068 0.3352 -4.3027 -0.49 0.51 0.05 0.39
C -2.0018 0.4385 -3.1469 1.05 -0.61 -0.22 0.12
O -1.4866 -0.6819 -2.9918 -0.83 1.34 -0.29 -0.60
H -2.8682 2.8782 -3.1640 0.38 0.20 -0.34 0.27
H -3.0801 0.6121 -2.9348 0.45 0.14 0.12 0.33
H -0.0034 1.9161 -5.1721 0.10 -0.36 0.15 0.28
H -2.1742 3.0332 -4.8441 -0.22 -0.09 0.25 0.36
O 1.7327 2.6052 -1.3513 -1.25 -1.50 0.38 -0.51
C 1.1103 3.4850 -0.4362 0.38 -1.56 0.37 0.02
C -1.2957 2.8700 -0.5043 -1.59 -0.12 -0.45 0.59
C -0.1320 2.8639 0.2087 0.29 0.64 0.11 -0.27
H -1.1891 2.9660 -1.5937 -0.36 0.19 0.83 0.29
C -2.5451 2.7762 0.1381 0.25 -0.55 -0.01 -0.78
H 1.6956 3.7131 0.4700 0.80 -0.20 -0.12 0.31
C -0.1719 2.4065 1.5293 -0.67 0.55 -0.20 -0.56
H -3.4497 2.8476 -0.4655 0.07 -0.01 0.21 0.29
C -2.6106 2.5275 1.5207 0.25 0.22 -0.58 -0.94
C -1.4015 2.3068 2.1908 -0.17 -0.33 -0.13 -0.81
H 0.7601 2.1001 1.9669 0.27 0.28 0.60 0.45
H -3.5766 2.4127 2.0459 0.68 0.21 -0.40 0.31
H -1.4705 2.0013 3.2325 0.32 0.07 -0.14 0.71
Si 3.0977 1.0832 -1.5282 -0.05 3.41 -0.76 1.25
Cl 0.7368 0.1238 -0.9621 0.58 0.04 -0.94 0.17
C 3.1653 0.4019 -3.3097 -0.10 -0.26 0.04 -0.87
C 4.1649 0.2282 -0.2420 -0.22 -0.47 0.46 -0.97
C 3.8792 2.7747 -1.8207 2.16 -0.21 -0.08 -1.10
H 2.2311 0.6233 -3.8434 0.48 -0.25 0.22 0.02
H 3.3846 -0.6791 -3.3852 -0.24 0.42 0.09 0.33
H 3.9710 0.9632 -3.8392 -0.46 -0.36 0.54 0.36
H 3.2323 3.2097 -2.5958 0.71 -0.12 0.42 -0.02
H 4.9197 2.8299 -2.1836 0.10 -0.23 0.08 0.40
H 3.8374 3.3212 -0.8498 0.04 -0.12 -0.92 0.19
H 3.9241 0.5716 0.7798 0.03 -0.14 -0.38 0.25
H 5.2087 0.5430 -0.4515 -0.60 -0.08 -0.06 0.37
H 4.1197 -0.8772 -0.2521 -0.12 0.55 0.00 0.20
C -2.8217 -3.7491 0.2165 -0.44 -0.28 0.01 -0.90
N -2.5526 -3.2806 1.5640 0.41 0.22 0.53 0.45
C -2.4648 -4.0637 2.7071 -0.07 0.15 0.21 -0.54
C -2.0046 -3.2629 3.7112 -0.30 -0.15 -0.65 -0.42
N -1.7983 -1.9986 3.1534 -0.49 -0.37 -0.64 0.41
C -1.2762 -0.8499 3.8753 0.15 0.11 0.19 -0.64
C -2.1530 -2.0041 1.8289 0.10 -1.20 1.01 -0.59
Se -2.1012 -0.7098 0.5162 0.15 0.29 0.23 -0.08
H -3.1990 -2.9026 -0.3733 0.08 -0.38 0.20 0.31
H -3.5884 -4.5296 0.2994 0.31 0.08 -0.26 0.41
H -1.9011 -4.1366 -0.2551 -0.47 -0.03 0.27 0.22
H -2.7871 -5.1089 2.7090 0.32 0.61 0.02 0.45
H -1.8486 -3.4910 4.7702 0.00 0.28 -0.68 0.41
H -1.0528 -1.1858 4.9012 -0.18 0.29 -0.41 0.31
H -0.3489 -0.5208 3.3898 -0.40 -0.01 0.20 0.14
H -2.0094 -0.0341 3.8646 0.19 -0.28 0.12 0.28


# 2
86
Properties=species:S:1:pos:R:3:forces:R:3:mulliken_charge:R:1 method="wB97M-V/def2-TZVPD" max_force_ev_per_a=0.31 orbital_gap_ev=6.41 lumo_ev=-0.14 homo_ev=-6.6
Hf 0.8828 1.4158 -1.1932 0.09 0.01 -0.29 -2.39
Se 2.2308 2.1652 1.2895 0.05 -0.04 0.04 -0.18
Se 4.0787 3.4053 0.5536 0.01 0.04 -0.01 -0.31
Te 3.4738 3.3323 -1.8833 -0.19 -0.08 0.05 -0.02
Se 3.3184 0.8630 -2.1541 0.10 0.07 -0.05 -0.31
C -2.8014 4.7397 1.6122 0.03 0.03 -0.04 -1.13
N -1.7257 4.7887 0.6222 -0.03 0.02 0.05 0.01
C -0.6114 5.6304 1.0383 0.00 0.03 0.00 -1.08
C -1.3977 3.6532 -0.0776 -0.04 -0.02 -0.01 0.04
N -0.2026 3.2386 -0.2591 0.12 -0.09 0.12 0.21
N -2.4923 2.9995 -0.6211 -0.03 0.09 -0.05 0.15
C -2.5141 1.7207 -1.1356 0.03 -0.02 -0.02 0.12
N -3.7931 1.2857 -1.4001 -0.01 -0.04 0.00 -0.53
N -1.4518 1.0525 -1.3498 0.03 0.00 0.07 0.28
H -3.2240 5.7361 1.7304 0.00 0.00 0.00 0.36
H -2.4209 4.4031 2.5821 0.01 0.00 0.00 0.34
H -3.5933 4.0633 1.3070 -0.01 -0.01 -0.01 0.34
H -1.0150 6.5812 1.3800 0.00 0.01 0.00 0.31
H 0.0498 5.8195 0.1940 0.00 0.00 0.01 0.31
H -0.0325 5.1793 1.8523 0.01 0.00 -0.01 0.38
H 0.4746 3.6924 0.3534 -0.01 -0.03 -0.02 0.03
H -3.3029 3.5681 -0.8015 0.00 0.00 0.01 0.41
H -4.4977 1.5266 -0.7208 -0.01 0.01 0.00 0.18
H -3.8624 0.3359 -1.7290 -0.01 0.01 -0.02 0.25
H -1.6279 0.0844 -1.5957 0.01 -0.01 0.02 -0.23
S -0.5285 2.8765 -5.5753 -0.06 -0.05 0.02 -0.32
C -0.3992 4.2943 -4.6280 0.06 0.00 -0.07 -0.56
C 0.0489 4.0247 -3.3703 -0.04 0.01 0.10 -0.74
C 0.2855 2.6377 -3.1025 -0.02 -0.06 -0.02 0.30
C -0.0025 1.9150 -4.2301 0.01 0.03 -0.02 0.05
C 0.1416 0.4711 -4.2804 -0.02 0.02 -0.01 1.38
C -0.0188 -0.2947 -5.4360 0.03 -0.06 0.01 -1.10
C 0.1988 -1.6564 -5.3791 -0.02 0.05 0.01 -0.68
C 0.5700 -2.2325 -4.1706 0.00 -0.05 -0.09 -1.22
C 0.6935 -1.4167 -3.0651 0.02 0.00 0.12 -0.59
N 0.4731 -0.0997 -3.1065 0.03 0.07 0.04 0.29
H -0.6390 5.2543 -5.0586 0.01 0.00 -0.01 0.47
H 0.2184 4.8112 -2.6440 -0.01 -0.01 0.00 0.38
H -0.2894 0.1886 -6.3651 0.00 0.01 0.00 0.42
H 0.0918 -2.2639 -6.2686 0.00 0.00 0.00 0.42
H 0.7702 -3.2914 -4.0878 0.00 0.03 -0.01 0.42
H 0.9794 -1.8169 -2.0995 -0.01 0.00 -0.02 0.88
C 2.9800 -3.3466 2.4262 -0.02 0.03 -0.04 -1.35
C 3.1946 -1.8420 2.3092 0.04 0.02 0.04 1.73
C 2.8933 -1.1515 3.6342 0.00 -0.01 0.01 -1.12
C 4.6108 -1.5237 1.8524 0.03 0.02 0.02 -1.66
O 2.3435 -1.2831 1.3124 -0.10 -0.06 -0.04 -0.34
Si 0.8386 -1.5208 0.7808 -0.02 -0.03 0.07 -2.91
O 0.5109 -0.3364 -0.2567 -0.08 0.12 0.05 5.52
O -0.2850 -1.6211 1.9808 0.08 -0.07 -0.03 0.65
C -1.1050 -0.6870 2.6749 -0.05 0.05 0.03 1.91
C -2.4158 -0.5344 1.9063 0.03 0.00 -0.04 -1.56
C -0.4241 0.6674 2.8082 0.01 0.01 0.01 -0.57
C -1.3650 -1.2873 4.0509 0.00 -0.01 -0.01 -1.95
O 0.8028 -2.9831 0.0316 0.01 -0.04 0.04 -0.37
C -0.2414 -3.9342 -0.1750 -0.03 -0.02 -0.05 1.79
C -0.5235 -4.6877 1.1211 0.04 0.05 0.02 -1.59
C -1.5068 -3.2428 -0.6798 0.01 0.01 0.01 -1.05
C 0.2833 -4.9001 -1.2292 0.02 0.01 -0.03 -1.41
H 3.6744 -3.7712 3.1534 0.00 0.01 0.00 0.54
H 3.1400 -3.8281 1.4609 0.00 -0.01 0.00 0.25
H 1.9612 -3.5621 2.7563 -0.01 -0.01 0.00 0.12
H 3.5823 -1.4912 4.4101 0.00 0.00 0.00 0.56
H 1.8741 -1.3813 3.9531 0.01 0.01 0.00 -0.01
H 2.9946 -0.0715 3.5155 0.00 -0.01 0.00 0.15
H 5.3410 -1.8681 2.5876 0.00 0.00 -0.01 0.41
H 4.7163 -0.4458 1.7165 0.00 -0.03 0.00 0.24
H 4.8137 -2.0095 0.8970 0.00 0.00 0.00 0.37
H -2.1981 -0.1855 0.8935 -0.02 -0.01 0.04 0.02
H -3.0703 0.1881 2.3995 0.00 0.01 0.01 0.49
H -2.9384 -1.4907 1.8474 -0.01 -0.01 0.00 0.33
H -0.3332 1.1515 1.8338 -0.01 0.00 0.01 -0.53
H 0.5755 0.5619 3.2309 -0.01 0.00 0.00 0.18
H -1.0077 1.3193 3.4627 0.00 0.01 -0.01 0.51
H -1.7986 -2.2833 3.9472 0.00 0.00 0.00 0.36
H -2.0531 -0.6620 4.6229 0.00 0.00 0.00 0.40
H -0.4309 -1.3740 4.6070 0.00 0.00 0.00 0.36
H -0.8701 -4.0009 1.8925 0.00 -0.01 0.00 0.03
H 0.3886 -5.1737 1.4705 0.00 0.00 0.01 0.32
H -1.2827 -5.4548 0.9572 -0.01 0.00 -0.01 0.51
H -1.8652 -2.5273 0.0601 -0.01 0.01 0.00 -0.14
H -2.2939 -3.9772 -0.8625 0.00 0.00 0.00 0.60
H -1.3028 -2.7169 -1.6147 0.01 0.01 -0.02 0.07
H 1.2016 -5.3704 -0.8762 0.00 0.00 0.00 0.36
H 0.5061 -4.3649 -2.1541 -0.01 -0.03 0.04 0.06
H -0.4516 -5.6781 -1.4431 0.00 0.00 0.00 0.39